# 1
Computed, not measured: a 13-piece molecular cluster, C73H97Cl3F8O12 overall at a distorted geometry, with the ωB97M-V functional and the def2-TZVPD basis.

```
193
Properties=species:S:1:pos:R:3:lowdin_charge:R:1
C 10.919 18.242 17.680 -0.0144
C 14.246 20.053 21.122 -0.0346
F 19.602 21.227 19.033 0.0367
F 12.357 17.034 16.307 0.0624
H 17.896 18.778 22.293 0.0585
H 10.307 25.842 19.626 0.1106
H 15.193 13.325 25.934 0.1387
H 15.688 17.861 16.618 0.1110
H 9.142 21.969 16.762 0.0821
O 16.665 14.016 14.931 -0.1618
H 16.046 16.830 26.522 0.0878
H 13.869 20.951 18.117 0.0690
H 9.406 24.071 24.373 0.0839
H 13.732 16.941 24.096 0.1384
H 17.222 17.086 20.792 0.0770
H 19.430 21.235 12.595 -0.0152
H 10.943 29.127 20.455 0.1232
H 8.913 25.137 18.708 0.1459
H 16.725 19.766 16.099 0.1165
C 16.330 14.925 13.898 -0.0856
H 18.362 13.602 23.504 0.1066
H 8.087 24.781 20.724 0.1229
C 12.808 20.783 11.441 -0.2946
H 17.064 22.141 16.625 0.1267
H 13.328 21.906 14.543 0.0788
H 13.593 26.943 17.903 0.0993
C 12.203 28.104 19.049 -0.1008
C 20.343 14.511 20.894 -0.0757
O 20.517 16.361 17.826 -0.1962
H 10.872 24.254 23.385 0.0750
C 19.734 19.588 22.795 -0.0875
C 11.274 17.079 17.082 -0.3204
H 15.337 26.784 14.648 0.1103
C 14.157 22.408 21.251 -0.0983
C 15.733 17.808 23.902 -0.1765
C 8.507 23.359 22.161 -0.2162
F 12.222 18.879 20.731 0.0542
H 12.997 22.004 16.973 0.0762
C 9.739 22.393 17.542 -0.0770
O 18.026 16.331 15.818 -0.1597
C 16.522 17.791 26.214 -0.1022
H 11.462 19.121 17.409 0.1071
H 21.559 20.666 23.056 0.0917
H 15.257 24.945 16.174 0.1253
H 15.851 14.343 13.098 0.0907
H 13.572 12.823 25.677 0.1092
O 10.121 23.721 17.104 -0.1733
H 16.124 21.928 18.202 0.1165
H 16.902 12.899 21.741 0.1123
C 9.874 24.909 19.224 -0.1833
H 8.282 16.928 19.494 0.0948
C 13.991 13.596 20.739 -0.0017
C 19.140 17.130 15.961 -0.2336
C 12.781 22.372 21.214 -0.0808
H 11.449 23.674 18.665 0.0973
C 17.875 15.156 16.622 -0.1713
H 10.627 21.833 17.745 0.0591
H 15.956 21.302 21.424 0.1074
H 17.577 17.703 25.886 0.0890
H 10.409 13.174 22.077 0.1075
F 13.155 25.676 22.195 0.0639
H 10.988 21.154 20.840 0.1245
C 13.612 12.378 21.220 -0.2498
H 12.273 23.291 21.260 0.0692
H 15.649 10.830 25.086 0.0932
C 14.402 13.247 25.161 -0.1692
C 10.579 15.891 17.279 -0.0203
C 13.069 27.048 18.834 -0.0836
C 19.176 21.720 13.479 -1.4966
C 15.904 17.994 17.653 -0.1804
Cl 17.402 21.826 13.473 0.5453
H 17.219 15.417 13.480 0.0845
C 18.281 13.597 20.241 -0.3135
H 16.797 28.800 15.145 0.1063
O 14.798 12.401 24.093 -0.2015
H 20.683 17.542 19.442 0.0929
C 14.883 21.238 21.275 -0.0821
C 12.899 26.457 21.131 -0.2721
C 12.718 21.580 12.522 -0.0303
C 13.939 21.815 17.488 -0.0784
C 9.518 15.844 18.147 -0.0964
H 11.872 28.727 18.246 0.1034
H 11.386 25.207 17.730 0.1123
H 15.652 15.682 14.347 0.0879
H 9.109 22.355 18.455 0.0917
C 10.826 24.375 18.153 -0.1961
C 13.454 26.243 19.889 -0.0109
H 20.450 18.429 17.924 0.0722
O 15.166 15.458 24.364 -0.1318
H 15.753 15.197 16.253 0.1255
C 20.772 21.029 21.114 0.0064
C 17.796 27.818 16.775 -0.0829
H 13.879 10.808 24.897 0.0877
F 17.406 13.186 19.306 0.0511
C 18.720 19.317 21.924 -0.0718
C 16.486 16.462 20.281 -0.0617
C 13.115 14.713 20.875 -0.0661
H 20.708 14.704 22.995 0.1086
H 14.432 18.152 12.826 0.1191
H 14.554 23.409 21.361 0.0958
H 14.220 19.743 14.841 0.0930
C 12.004 27.504 21.296 -0.0363
H 17.836 19.704 19.946 0.1198
H 19.728 14.259 18.836 0.0967
C 11.845 14.555 21.358 -0.1038
H 18.305 28.705 17.060 0.0982
C 20.003 14.331 22.234 -0.0862
C 19.478 14.125 19.868 -0.0155
H 16.329 13.683 16.890 0.1248
C 20.443 16.506 16.413 -0.1833
H 17.740 20.038 17.483 0.0949
Cl 19.990 23.199 13.785 0.5852
C 14.817 11.059 24.408 -0.1248
H 12.008 11.266 22.234 0.1140
C 16.620 14.477 16.214 -0.2466
C 16.270 21.564 17.182 -0.1952
C 20.909 17.571 18.371 -0.1201
H 15.384 18.550 23.166 0.1123
H 9.545 19.108 19.036 0.0939
C 17.894 13.288 21.535 -0.0083
O 9.777 23.912 20.231 -0.1463
C 9.842 18.170 18.590 -0.0658
F 12.314 21.251 10.241 0.0276
C 16.835 25.766 17.434 -0.2813
C 16.912 27.872 15.712 -0.0897
O 15.761 18.432 25.197 -0.1850
C 8.966 24.442 21.260 -0.2234
C 12.078 21.161 21.056 0.0211
C 16.017 25.712 16.353 -0.0281
H 18.447 26.656 18.436 0.1092
O 15.365 17.294 19.991 -0.2190
H 9.444 25.290 21.785 0.1327
H 14.701 16.268 18.322 0.1215
C 9.135 16.987 18.849 -0.0802
H 14.959 10.486 23.521 0.0736
H 8.069 22.613 21.546 0.1179
H 21.981 17.661 18.333 0.0892
H 18.830 17.865 16.723 0.0966
C 12.333 12.230 21.847 -0.0039
H 14.668 16.517 22.735 0.0787
C 11.455 13.307 21.804 -0.0921
H 10.923 14.978 16.720 0.1373
C 10.170 23.548 23.824 -0.0923
H 13.455 18.966 10.570 0.1200
H 16.941 16.098 19.331 0.0747
F 16.924 24.712 18.301 0.0339
C 20.818 20.363 22.355 -0.0708
H 11.623 27.695 22.275 0.1149
H 20.456 15.446 16.076 0.1335
H 13.960 17.856 18.584 0.1308
H 13.388 15.150 25.158 0.1299
H 19.261 17.677 14.992 0.1121
C 16.713 20.117 17.140 -0.2059
H 14.121 25.406 19.676 0.1162
H 18.685 14.437 16.398 0.1327
C 13.431 19.578 11.462 -0.0205
O 15.881 19.346 17.992 -0.1389
H 13.617 14.462 23.544 0.1114
C 13.308 21.231 13.728 -0.0645
C 13.955 19.169 12.689 -0.0810
C 18.652 19.930 20.645 -0.0051
H 14.812 19.115 21.150 0.0987
H 21.590 21.705 20.848 0.1190
H 21.284 17.127 15.988 0.1431
O 9.565 22.735 22.843 -0.1733
C 16.052 26.796 15.477 -0.0766
H 21.289 15.013 20.673 0.1083
H 11.236 15.435 21.380 0.1019
C 18.772 13.739 22.507 -0.0817
H 10.731 22.905 24.477 0.0890
Cl 19.634 20.538 14.800 0.4927
H 19.763 19.160 23.791 0.1049
H 12.211 22.571 12.490 0.1348
H 14.103 22.645 18.200 0.0824
C 12.871 20.017 21.018 -0.2758
H 16.725 17.530 23.589 0.1057
C 17.816 26.714 17.595 -0.0125
H 16.431 18.413 27.121 0.0866
C 11.664 28.321 20.269 -0.1084
C 14.093 14.583 24.529 -0.2042
C 19.708 20.676 20.271 -0.2973
C 14.936 17.300 18.652 -0.1768
H 14.987 13.710 20.393 0.0830
H 7.694 23.818 22.810 0.1483
H 8.972 14.938 18.295 0.0986
O 15.016 21.714 16.550 -0.2029
C 14.738 16.697 23.748 -0.1584
H 13.460 15.639 20.489 0.0804
C 13.883 19.954 13.829 -0.0866
H 17.965 15.526 17.679 0.1100
H 16.987 17.613 17.783 0.1248
F 14.503 11.343 21.047 0.0356
H 16.289 15.616 20.988 0.0885
```

Calculated values
Energy above the lowest of the compared OMol25 structures with the same formula, charge and spin   4.1 kcal per mole
HOMO energy   -8.87 eV
Charge   0
Calculated total energy   -161142.16190 eV

=====

# 2
Computed, not measured: a 11-piece molecular cluster, C74H146N8O15 overall at a distorted geometry, with the ωB97M-V functional and the def2-TZVPD basis.

```
243
Properties=species:S:1:pos:R:3:lowdin_charge:R:1
C -5.253 -2.831 -4.587 -0.0456
C -3.391 4.342 -1.095 -0.5889
H 3.722 -1.419 -0.617 0.1208
C 3.987 2.021 0.322 0.0022
C -0.413 1.545 4.664 -0.0425
C -4.020 -4.029 -2.835 -0.1666
H -2.233 -2.716 -1.520 0.1033
C 5.422 3.351 1.968 -0.1129
H 2.833 -0.079 -3.784 0.0787
H 0.073 6.195 -4.558 0.1116
H -2.566 -3.849 -4.366 0.1165
C 2.612 -5.502 4.132 -0.2428
H 0.947 -4.550 3.536 0.1072
C -0.909 5.107 1.610 -0.2883
C 0.464 2.128 -3.709 -0.1464
O -0.377 -1.212 4.198 -0.0506
H 6.532 2.342 -1.318 0.0861
H 0.938 -0.217 1.829 0.0823
C 3.773 -2.303 -1.292 -0.1514
H 0.033 2.313 1.334 0.0421
H 4.811 -3.546 0.072 0.1041
H 0.653 5.185 -2.250 0.0891
H -0.118 1.217 3.677 0.0476
H -3.965 6.083 -3.551 0.1431
H -3.266 -7.096 0.507 0.0887
H -2.234 5.788 -3.269 0.1062
H -4.957 3.911 -4.848 0.0999
H 1.400 -5.849 2.424 0.1251
C -0.853 -5.058 0.171 -0.5130
C -4.068 0.508 2.453 -0.1191
H -4.088 -4.249 -1.774 0.0958
H 4.552 -1.609 -5.057 0.0692
H 1.036 1.493 -3.008 0.1162
H -1.449 -0.006 -2.269 0.0505
C 0.189 -1.107 -0.011 -0.1368
H 2.077 -0.590 -2.195 0.0709
H -2.779 -0.186 -1.147 0.0692
H 1.854 -2.493 -3.402 0.0893
H -8.913 -0.912 2.095 0.0923
H 3.076 -3.729 -3.539 0.0565
C 3.132 -2.738 2.940 -0.0692
O -5.229 -0.549 -3.032 -0.0390
H -4.981 -2.670 3.332 0.0746
H 3.065 3.707 -3.090 0.0785
H 7.917 1.115 -1.190 0.0782
O -7.007 -1.316 3.827 -0.0239
C -4.779 3.550 -3.844 -0.0063
H 0.822 0.087 8.457 0.1095
C 0.518 1.455 -5.071 -0.1759
H 7.559 -0.808 -2.630 0.0722
O -3.305 3.394 -2.032 0.0565
H -1.062 -0.848 3.696 0.0252
C -0.115 1.487 0.674 -0.0487
H 6.109 -3.481 -5.008 0.0872
H -5.573 3.822 -3.208 0.0864
C -1.501 5.316 2.973 -0.0191
N -4.358 -1.635 -2.543 -0.0189
H -0.552 2.061 -3.431 0.0879
H 1.664 -1.914 7.081 0.0842
C -3.214 5.443 -3.076 -0.0346
H -3.168 0.734 -2.642 0.1090
H -1.913 -1.261 7.909 0.1086
H -1.326 2.151 -5.875 0.1107
H -1.869 -4.556 2.809 0.1144
H -0.481 -2.082 8.563 0.1400
C -8.284 -0.141 1.570 -0.0248
N 0.137 4.260 -4.844 -0.0387
C 0.946 3.564 -3.758 -0.4555
H 3.779 -2.951 3.795 0.0773
H -0.178 2.096 7.262 0.1257
H 1.018 -3.475 6.708 0.0963
H 3.056 2.256 2.743 0.0765
C -0.248 0.100 8.233 -0.1723
H 8.412 2.989 0.462 0.0858
H -4.145 -0.430 0.529 0.0877
H -3.561 -2.091 2.541 0.0432
H 1.939 1.414 5.830 0.0811
H -8.667 -0.052 0.577 0.0644
H 0.008 1.792 -0.356 0.0499
H -4.433 -4.928 -3.284 0.1287
C 6.536 3.933 1.004 -0.1513
H 2.016 -3.732 1.273 0.0903
H 2.969 -2.400 -4.675 0.0762
H 3.403 -4.590 1.719 0.0908
H 0.072 2.582 4.922 0.1243
H -4.690 2.491 -3.767 0.0743
H -1.078 -2.459 -2.861 0.1291
C -4.748 0.215 4.804 -0.0196
C -0.929 4.427 -6.985 -0.0297
H -3.332 -0.394 -4.948 0.0751
H -6.923 -1.748 -0.103 0.0757
H -4.505 -3.054 -5.341 0.0677
C -3.008 -5.061 1.069 -0.3073
H -2.347 -2.501 6.320 0.0800
H 6.217 0.590 -0.985 0.0486
C 2.618 -3.996 2.157 -0.2127
H 1.198 3.559 -1.713 0.0848
H -6.742 -3.968 -2.679 0.0861
H 1.694 0.493 0.364 0.0714
H -0.712 5.505 -6.809 0.0934
C 1.812 -4.992 3.037 -0.1957
H -1.173 -3.725 6.986 0.0926
H 2.255 -2.157 3.273 0.0508
N 5.116 -1.455 -3.178 -0.0767
H -7.029 -2.735 1.444 0.1104
H -1.539 1.097 6.813 0.1220
H 4.132 1.104 -0.196 0.0442
C -0.831 -1.264 7.862 -0.1247
C 6.910 1.407 -0.863 -0.0136
C -0.259 2.196 -6.160 -0.1205
H -6.405 -2.048 3.937 0.0484
C -2.514 -0.126 -2.217 -0.0330
C -0.455 1.043 7.072 -0.1626
C 3.907 1.617 2.756 -0.0344
C -1.944 -5.396 2.101 -0.0974
C -2.156 -2.563 -2.608 -0.1353
C -3.444 3.976 -3.369 -0.2988
C -5.997 0.671 0.888 -0.1219
O 0.481 6.433 0.231 0.0573
C 6.204 -2.695 -1.408 -0.0780
C 1.541 3.739 -6.936 -0.0113
C 0.536 4.106 -2.391 -0.0238
H -3.730 0.124 5.146 0.0523
C 3.716 -1.798 -2.744 -0.4846
H 1.551 1.310 -5.411 0.1017
H 2.150 2.924 -6.590 0.0579
H 1.000 -1.808 -0.260 0.1015
H -5.381 -0.376 5.527 0.0951
H -4.451 -6.101 -0.317 0.0839
C -2.624 -1.066 -4.499 0.0021
C 6.199 -2.487 -3.058 -0.4630
C 4.816 2.008 1.619 -0.5381
H 3.653 -2.027 2.282 0.0475
C 6.099 -3.708 -3.937 -0.0338
H 9.121 0.563 0.521 0.0824
C 0.968 -2.413 6.346 -0.0431
H 4.455 2.773 -0.304 0.0732
H -4.175 1.472 2.916 0.1019
H 6.157 3.940 -0.006 0.0795
C 7.629 2.870 1.122 -0.1497
C 0.163 3.673 -6.232 -0.4956
H -1.274 4.259 1.029 0.1192
H -6.935 -2.281 -2.522 0.1015
N -6.273 -0.444 2.992 -0.1059
C 4.843 -3.271 -0.989 -0.1891
N -0.759 -0.702 5.482 -0.0486
H 4.423 1.668 3.719 0.0965
H -0.207 1.830 -7.160 0.1175
H -3.559 -4.194 1.389 0.1195
H 0.123 0.506 -4.932 0.0642
O 0.026 -5.016 -0.648 0.1371
C -2.972 -1.347 -2.991 -0.4940
C -4.934 -2.830 -3.129 -0.5483
N 5.942 1.072 1.558 -0.0798
H -5.519 -2.103 0.846 0.0372
H 6.916 4.901 1.264 0.1019
H 5.838 -0.841 1.633 0.1148
C -4.484 0.500 0.987 -0.1726
O 0.747 5.578 -4.932 -0.0738
C -4.242 -1.861 3.407 -0.0312
H 6.300 -1.734 -0.906 0.0784
H 1.984 4.638 -6.699 0.0501
N -1.594 -2.223 1.489 0.2380
H -5.345 -0.077 -2.204 0.0786
H 7.949 2.886 2.201 0.1300
H -0.781 0.524 9.090 0.1132
C -0.425 -1.795 6.460 -0.5217
N 3.219 -5.720 5.104 0.1404
C -1.351 -2.967 6.211 -0.0611
H 2.860 -2.803 -1.082 0.0905
C -4.859 -0.462 3.382 -0.4839
H -8.452 0.751 2.136 0.0703
H 2.709 4.698 -4.462 0.0789
H -4.100 1.307 0.382 0.0911
C -6.533 -1.874 0.921 -0.0289
H -2.141 -6.298 2.652 0.1313
C -0.887 -1.729 0.726 -0.1750
H 2.043 -0.253 6.412 0.0626
H 4.630 4.068 2.293 0.1248
H -4.619 -6.508 1.413 0.0916
H 7.706 -0.585 0.632 0.0654
H 8.358 0.240 2.159 0.1040
C 7.112 1.466 0.693 -0.4608
H -5.181 1.224 4.733 0.0886
O 5.101 -1.002 -4.540 -0.0397
H -0.884 6.124 3.503 0.1197
H -1.650 -0.540 -4.419 0.0744
H 6.976 -3.387 -1.069 0.1149
O -3.426 4.029 0.060 0.1368
H 6.150 3.125 2.909 0.1526
H -1.464 6.223 -0.185 0.1393
H 2.907 2.877 -4.654 0.0735
H -5.718 -1.884 -5.016 0.1076
H 2.982 2.260 0.538 0.0581
O -2.182 -4.687 -0.058 0.0105
H -2.610 -1.912 -5.120 0.0456
C -2.605 -3.900 -3.249 -0.1559
H 7.562 -1.372 -4.336 0.0667
H 1.313 -2.406 5.287 0.0707
H 4.730 -4.208 -1.516 0.1067
C 1.648 0.398 5.606 0.0021
H 3.628 0.604 2.562 0.0588
C -3.900 -6.217 0.632 -0.0126
H 1.917 0.061 4.638 0.0504
H -2.701 3.552 -4.030 0.1309
H -6.206 1.584 1.429 0.1236
C 0.758 0.144 0.817 -0.1561
H -1.522 1.605 4.607 0.0831
C -6.746 -0.507 1.558 -0.4586
H -1.188 1.236 0.687 0.0655
C -0.844 6.348 0.755 -0.0901
H 1.589 3.595 -8.004 0.0888
C 3.001 -0.458 -2.769 -0.0413
H -6.056 -3.586 -4.836 0.1044
H -3.002 0.213 2.535 0.1044
H -1.318 -3.472 5.253 0.0675
H -2.582 5.651 2.983 0.1151
C 1.275 5.630 0.950 -0.6131
C 2.899 -2.717 -3.645 -0.0065
O 2.441 5.631 0.773 0.1617
H -6.045 -3.079 -1.299 0.0446
O -3.371 5.582 -1.619 0.0595
C 7.454 -1.666 -3.311 -0.0507
H -0.918 4.227 -8.014 0.0603
O -0.659 -5.461 1.461 0.0290
H -2.082 -4.772 -2.879 0.1085
H -3.584 -1.970 4.251 0.0619
H -6.432 0.763 -0.078 0.0999
H -0.487 3.845 -2.200 0.0625
C 0.077 0.534 5.725 -0.4876
H -0.233 -0.708 -0.947 0.0812
O 0.554 4.911 1.821 0.0577
H 5.333 -4.474 -3.706 0.0790
H -1.415 4.515 3.667 0.0500
C 8.170 0.341 1.041 -0.0342
H 8.344 -2.364 -3.210 0.1041
C -6.192 -3.102 -2.356 -0.0477
C 2.507 3.702 -4.039 0.0061
O 5.411 -0.152 1.082 -0.0875
H -1.912 4.053 -6.617 0.0823
H -1.128 7.184 1.383 0.1315
H 3.605 0.328 -2.275 0.0918
H 6.997 -4.332 -3.806 0.0872
```

Calculated values
HOMO energy   -8.05 eV
Charge   0
Calculated total energy   -121730.15711 eV